A molecular structure, H13O7Tl in a non-equilibrium geometry. Source: the OMol25 dataset; level of theory: ωB97M-V with the def2-TZVPD basis set.

Each line ends with the Löwdin charge.
Element x y z (Å)
Tl1 0.0855 -0.3124 0.1790  1.037
O1 1.8745 -1.0974 0.7130  -0.299
H1 2.7335 -0.9614 1.1240  0.027
O2 -0.2365 -0.1864 2.4130  -0.018
H2 0.3415 -0.1114 3.1530  0.101
H3 -1.0255 0.3266 2.6440  0.105
O3 0.9655 1.6276 0.8170  -0.015
H4 0.6295 2.3186 1.3990  0.119
H5 1.8875 1.7196 0.8300  0.077
O4 -1.9155 -1.0344 0.5310  0.002
H6 -2.4745 -1.1884 1.3200  0.150
H7 -2.1655 -1.5794 -0.2090  0.085
O5 -1.1865 1.1736 -0.7650  0.017
H8 -1.1125 2.0856 -0.5830  0.088
H9 -1.4785 1.2116 -1.6890  0.133
O6 1.3595 0.3706 -1.6450  -0.046
H10 2.2625 0.0636 -1.8200  0.119
H11 1.0295 0.7546 -2.4640  0.099
O7 -0.4505 -1.5264 -1.6060  -0.021
H12 -1.1535 -2.0914 -1.8700  0.091
H13 0.0305 -1.5634 -2.4730  0.148

Forces on the atoms, in the same order (eV/Å):
3.19 -0.92 1.23
-0.19 -0.96 -0.64
-0.36 0.49 0.10
-2.02 0.29 0.10
1.16 -0.12 0.97
0.10 -0.12 0.37
-1.79 1.66 0.40
-0.04 0.11 0.14
2.43 0.04 -0.14
-1.09 -0.17 0.83
0.31 -0.27 -0.58
-0.91 -0.48 0.08
-1.28 -0.12 -1.68
0.39 1.99 0.90
-0.19 -0.62 -0.02
0.50 0.20 -0.88
-0.01 -0.05 0.20
0.21 0.23 -0.15
0.74 -0.40 -2.60
-1.52 -1.24 0.17
0.36 0.47 1.20

Total energy   -19217.97508 eV
Energy relative to the best compared isomer or geometry (same formula, charge and spin)   13.2 kcal/mol
Net charge   +2
F_max   3.54 eV Å⁻¹

A molecular structure, C28H44F5KN4O6STe. Source: the OMol25 dataset; level of theory: ωB97M-V with the def2-TZVPD basis set.

Each line ends with the Löwdin charge.
Element x y z (Å)
K1 -1.1572 0.4651 0.5361  0.723
C1 -4.0123 3.8890 1.8762  -0.072
C2 -3.0295 4.2565 0.7664  -0.373
C3 -3.3831 3.4906 -0.5155  -0.061
C4 -1.5765 4.0190 1.1355  -0.201
C5 -1.1775 3.1404 2.1374  -0.053
C6 0.1729 2.9254 2.4009  -0.056
C7 1.1631 3.5784 1.6806  -0.290
C8 2.6232 3.3235 1.9423  -0.069
C9 0.7635 4.4632 0.6815  -0.051
C10 -0.5778 4.6763 0.4172  -0.039
H1 -5.0176 4.2125 1.5966  0.076
H2 -3.7467 4.3725 2.8200  0.077
H3 -4.0497 2.8058 2.0199  0.063
H4 -3.1192 5.3307 0.5576  0.125
H5 -3.4084 2.4192 -0.3027  0.052
H6 -2.6538 3.6735 -1.3078  0.069
H7 -4.3764 3.7797 -0.8692  0.082
H8 -1.9236 2.5865 2.6969  0.119
H9 0.4540 2.2128 3.1685  0.116
H10 3.1564 4.2559 2.1457  0.069
H11 3.0890 2.8452 1.0788  0.070
H12 2.7553 2.6573 2.7942  0.066
H13 1.5168 4.9803 0.0951  0.105
H14 -0.8643 5.3588 -0.3772  0.111
N1 -5.4156 -0.1463 -0.9734  -0.002
C11 -4.7959 -1.2976 -1.5916  -0.226
C12 -3.5759 -2.0814 -1.0645  -0.535
O1 -3.1148 -2.8693 -1.9040  -0.015
N2 -3.0289 -1.9565 0.1629  -0.123
C13 -1.9598 -2.9447 0.3977  -0.142
C14 -0.6588 -2.7562 -0.4232  -0.660
O2 0.0853 -3.7474 -0.5060  -0.042
O3 -0.4165 -1.6023 -0.8975  -0.187
H15 -6.0824 -0.4251 -0.2654  0.036
H16 -4.7514 0.4420 -0.4764  0.005
H17 -4.4801 -1.0403 -2.6086  0.075
H18 -5.5536 -2.0751 -1.7091  0.114
H19 -2.3277 -3.9455 0.1700  0.118
H20 -1.6917 -2.9123 1.4483  0.096
C15 6.4744 -4.4797 2.9618  -0.076
C16 6.6603 -2.9686 2.9232  -0.221
N3 5.8011 -2.3170 1.9429  -0.065
C17 6.4510 -1.6837 0.8082  -0.222
C18 7.0171 -2.6837 -0.1917  -0.079
C19 4.4851 -2.1460 2.3023  -0.404
O4 4.1016 -2.4944 3.4077  0.068
C20 3.5623 -1.5149 1.3111  -0.131
C21 3.4325 -1.9333 -0.0132  -0.017
C22 2.5640 -1.2652 -0.8475  -0.030
C23 1.8583 -0.1816 -0.3329  -0.143
N4 1.9267 0.1870 0.9427  0.082
C24 2.7510 -0.4813 1.7467  -0.072
H21 7.1295 -4.9239 3.7143  0.068
H22 6.7038 -4.9260 1.9929  0.065
H23 5.4428 -4.7142 3.2186  0.074
H24 7.6922 -2.7161 2.6689  0.110
H25 6.4414 -2.5526 3.9084  0.115
H26 7.2615 -1.0492 1.1872  0.116
H27 5.7394 -1.0260 0.3176  0.109
H28 7.7482 -3.3419 0.2821  0.062
H29 7.5131 -2.1611 -1.0116  0.071
H30 6.2218 -3.3032 -0.6064  0.068
H31 3.9801 -2.7972 -0.3704  0.113
H32 2.3774 -1.5996 -1.8565  0.113
H33 1.1916 0.3926 -0.9675  0.088
H34 2.7710 -0.1867 2.7908  0.121
C25 -2.1463 2.0722 -4.8507  -0.144
C26 -2.9391 1.2673 -3.8368  -0.382
S1 -1.8998 0.3870 -2.6363  0.912
O5 -0.9485 1.4539 -2.1373  -0.575
C27 -0.9367 -0.6517 -3.7439  -0.375
C28 -1.7919 -1.6198 -4.5452  -0.124
H35 -2.7918 2.7853 -5.3674  0.066
H36 -1.6878 1.4270 -5.6020  0.061
H37 -1.3565 2.6264 -4.3408  0.066
H38 -3.6062 0.5338 -4.2921  0.077
H39 -3.5512 1.9084 -3.1996  0.078
H40 -0.3106 -1.1893 -3.0258  0.067
H41 -0.3250 0.0172 -4.3542  0.082
H42 -2.4577 -2.1709 -3.8759  0.056
H43 -1.1510 -2.3483 -5.0454  0.072
H44 -2.3778 -1.1066 -5.3129  0.058
F1 -3.9164 -2.6310 2.8199  -0.397
Te1 -4.0252 -1.0052 1.8420  1.835
F2 -3.9810 -0.3448 3.6622  -0.455
F3 -5.8303 -0.3071 2.2087  -0.467
F4 -2.0876 -1.0490 2.3623  -0.519
F5 -5.3601 -2.1832 0.9784  -0.434
O6 -3.6732 0.6361 1.1287  -0.713

Forces on the atoms, in the same order (eV/Å):
0.11 -0.07 -0.08
0.03 0.02 -0.02
-0.01 -0.05 0.02
0.03 0.01 0.01
-0.03 -0.01 -0.02
-0.06 0.02 0.01
-0.04 0.00 0.01
0.02 0.00 0.00
-0.03 0.01 -0.01
0.00 -0.01 0.02
0.01 0.01 -0.01
0.00 -0.01 0.01
-0.01 -0.01 0.01
0.00 0.00 0.00
0.00 0.00 0.00
0.00 0.00 -0.01
-0.01 -0.01 0.00
0.00 -0.01 0.00
0.01 0.00 0.00
0.00 0.00 0.00
0.01 -0.01 0.00
0.01 -0.01 0.01
0.01 0.00 0.00
0.00 0.00 0.00
0.00 0.00 0.00
-0.13 0.26 -0.10
-0.02 -0.06 -0.02
-0.02 0.05 0.12
-0.02 -0.01 -0.06
0.13 -0.03 -0.07
-0.07 0.01 -0.03
-0.09 0.06 0.06
0.04 0.01 -0.01
-0.05 0.09 -0.04
0.07 -0.13 0.04
0.11 -0.07 -0.04
-0.02 -0.02 -0.01
0.00 0.00 -0.03
0.00 0.00 -0.02
0.02 -0.01 -0.01
0.00 0.03 -0.01
0.00 -0.01 0.01
-0.01 -0.07 -0.04
0.01 0.01 0.01
-0.01 0.01 0.03
0.02 -0.01 -0.04
-0.01 0.04 0.02
0.00 0.01 0.08
0.02 0.00 -0.05
0.03 -0.03 0.10
0.00 -0.04 0.05
-0.02 0.24 -0.03
-0.02 -0.07 -0.05
0.00 -0.01 0.00
0.00 -0.01 0.00
0.00 -0.01 0.00
0.00 -0.01 0.00
0.01 0.01 0.00
0.00 0.01 0.00
-0.01 0.01 0.00
0.00 -0.01 -0.01
0.00 0.00 0.00
0.01 -0.01 -0.01
0.00 0.00 0.01
-0.01 0.00 0.00
0.01 -0.08 -0.04
0.01 0.01 -0.01
-0.01 0.00 0.01
0.00 -0.03 0.02
0.00 0.23 0.10
0.03 -0.22 -0.01
0.06 -0.03 0.06
-0.03 0.00 -0.02
-0.01 -0.01 0.00
0.00 0.00 0.00
0.00 0.00 0.00
0.00 -0.01 0.01
0.00 0.01 -0.01
0.00 0.00 -0.02
0.01 0.00 0.00
-0.01 0.01 0.00
0.02 0.01 0.00
-0.01 -0.02 0.00
-0.14 -0.06 -0.06
0.18 -0.03 0.60
0.05 0.00 -0.01
0.03 -0.07 0.02
0.04 0.17 -0.03
-0.10 0.07 -0.13
-0.07 -0.04 -0.24

Total energy   -96041.09104 eV
Energy relative to the best compared isomer or geometry (same formula, charge and spin)   26.3 kcal/mol
Net charge   -2
F_max   0.63 eV Å⁻¹

A molecular structure, C30H43As2O10RhSSb in a non-equilibrium geometry. Source: the OMol25 dataset; level of theory: ωB97M-V with the def2-TZVPD basis set.

Each line ends with the Mulliken spin population.
Element x y z (Å)
Rh1 -1.0013 -0.9355 1.1334  2.116
O1 -1.2670 -1.2834 4.7108  0.040
C1 -0.9855 -1.9172 3.7164  0.023
O2 -0.0492 -1.6097 2.8566  0.165
C2 -1.7332 -3.2129 3.4116  0.117
C3 -2.3394 -3.8258 4.4998  -0.044
C4 -3.0380 -5.0146 4.3596  0.097
C5 -3.1712 -5.5952 3.1038  -0.043
C6 -2.5812 -5.0031 2.0083  0.070
C7 -1.8442 -3.8110 2.1360  -0.037
S1 -1.1587 -3.2270 0.6434  0.701
H1 -2.2433 -3.3458 5.4633  0.001
H2 -3.4753 -5.4888 5.2279  0.004
H3 -3.7328 -6.5115 2.9792  -0.001
H4 -2.6825 -5.4441 1.0251  -0.004
C8 3.8110 -3.0496 -1.1899  0.016
C9 4.0215 -2.3234 0.1271  0.126
C10 4.5654 -3.2362 1.2140  0.028
Sb1 2.1282 -1.3900 0.8457  0.389
C11 1.6627 -0.1140 -0.9185  0.061
C12 2.8723 0.5525 -1.5498  0.017
C13 0.8718 -0.9665 -1.9107  0.032
C14 2.8004 -0.0696 2.4918  0.063
C15 4.0585 0.6680 2.0641  0.012
C16 2.9665 -0.8474 3.7866  0.030
H5 4.7650 -3.4623 -1.5299  0.006
H6 3.4437 -2.3877 -1.9732  -0.001
H7 3.1162 -3.8834 -1.0743  0.000
H8 4.6733 -1.4566 -0.0107  -0.004
H9 3.8961 -4.0803 1.3883  -0.001
H10 4.7103 -2.7100 2.1571  -0.001
H11 5.5347 -3.6386 0.9076  0.006
H12 1.0219 0.6472 -0.4897  -0.059
H13 3.6241 -0.1710 -1.8693  -0.001
H14 3.3376 1.2664 -0.8707  -0.002
H15 2.5451 1.1022 -2.4394  0.008
H16 1.4343 -1.8421 -2.2382  -0.005
H17 0.6305 -0.3725 -2.7977  0.001
H18 -0.0637 -1.3221 -1.4708  -0.005
H19 1.9612 0.6218 2.5837  -0.001
H20 4.8909 -0.0165 1.8895  0.001
H21 4.3609 1.3476 2.8660  0.006
H22 3.8894 1.2697 1.1713  -0.005
H23 3.8089 -1.5387 3.7445  -0.002
H24 2.0640 -1.4025 4.0368  -0.004
H25 3.1605 -0.1435 4.5998  0.001
C17 0.1473 3.3452 3.5439  0.000
O3 -0.4723 3.1491 2.2565  0.001
C18 0.3154 2.9505 1.1958  -0.013
O4 1.5137 2.8492 1.2270  0.000
C19 -0.5133 2.6974 -0.0349  0.055
C20 -0.2308 3.2378 -1.2149  -0.001
As1 -0.7937 2.6412 -2.9875  -0.001
C21 -1.9697 4.1552 -3.4334  0.002
C22 -2.2377 1.3752 -2.5519  -0.002
C23 -2.4919 0.7775 -1.3863  -0.061
As2 -1.7261 1.2351 0.3536  0.032
C24 -3.2665 2.1240 1.1423  0.000
C25 -3.3742 -0.4069 -1.1792  0.036
O5 -3.5719 -0.8257 -0.0455  0.013
O6 -3.8842 -0.9655 -2.2480  0.014
C26 -4.7399 -2.1075 -2.0550  0.001
C27 -2.9854 1.0452 -3.8139  0.004
O7 -4.1558 1.2188 -3.9933  0.000
O8 -2.1162 0.6234 -4.7482  0.000
C28 -2.6653 0.2603 -6.0282  0.000
C29 0.7581 4.3657 -1.2652  0.003
O9 0.8970 5.2013 -0.4184  0.000
O10 1.4290 4.3480 -2.4268  0.000
C30 2.4279 5.3693 -2.5840  0.000
H26 -0.3323 2.6635 4.2419  -0.001
H27 -0.0197 4.3761 3.8451  0.000
H28 1.2127 3.1415 3.4840  0.001
H29 -1.3693 5.0443 -3.6161  0.000
H30 -2.6745 4.3468 -2.6274  0.000
H31 -2.5198 3.9158 -4.3426  0.000
H32 -3.6538 2.8690 0.4510  0.001
H33 -2.9773 2.5942 2.0776  0.003
H34 -4.0218 1.3649 1.3350  -0.002
H35 -4.7691 -2.6237 -3.0081  -0.001
H36 -5.7377 -1.7715 -1.7796  -0.001
H37 -4.3429 -2.7503 -1.2731  -0.001
H38 -1.8798 0.4186 -6.7598  0.000
H39 -3.5358 0.8717 -6.2509  0.000
H40 -2.9533 -0.7896 -6.0107  0.000
H41 2.7955 5.2791 -3.6004  0.000
H42 3.2334 5.2086 -1.8694  0.000
H43 1.9922 6.3521 -2.4168  0.000

Forces on the atoms, in the same order (eV/Å):
0.72 -1.02 0.93
0.19 -0.05 -0.20
-0.42 -0.27 0.45
-0.19 0.50 -0.38
0.10 0.20 -0.05
-0.03 -0.03 -0.05
0.01 0.01 -0.01
-0.03 -0.05 0.02
0.09 0.06 -0.05
0.02 -0.20 0.16
0.01 0.29 -0.17
-0.01 0.01 0.01
-0.03 0.02 -0.01
0.01 0.00 0.02
0.01 -0.03 0.02
0.05 0.04 0.02
-0.56 0.05 0.28
0.07 0.03 -0.02
0.55 0.42 -0.50
0.10 -0.48 0.35
0.05 0.02 0.06
0.01 0.12 0.09
-0.24 -0.31 -0.35
-0.07 0.05 -0.04
-0.09 -0.04 0.00
-0.01 -0.01 0.00
0.02 -0.07 -0.01
-0.02 0.01 -0.04
-0.05 0.04 0.01
0.01 0.00 0.03
0.02 -0.04 0.01
-0.01 -0.01 0.00
-0.12 0.21 0.02
0.01 0.04 -0.02
0.02 -0.01 -0.06
0.04 0.01 0.01
-0.06 0.03 -0.04
-0.03 -0.02 -0.02
-0.03 -0.03 -0.07
0.02 0.01 -0.04
0.01 0.01 -0.01
0.00 0.00 -0.01
0.07 0.01 0.05
0.01 0.01 0.01
0.02 0.01 0.03
0.03 0.00 0.00
0.13 -0.05 0.08
-0.07 0.02 -0.13
0.19 0.26 0.18
-0.08 -0.09 -0.07
0.23 -0.41 0.24
-0.18 -0.06 0.02
-0.08 0.06 -0.02
-0.04 -0.02 0.02
-0.02 0.04 0.19
0.31 0.08 -0.21
-0.77 0.74 -0.81
0.00 -0.10 0.19
-0.44 -0.16 0.59
0.16 0.15 -0.22
0.21 0.04 -0.36
-0.09 -0.11 0.12
0.03 -0.25 -0.37
-0.01 0.16 0.14
0.01 -0.02 0.18
-0.15 0.02 -0.03
0.17 0.23 -0.20
-0.08 -0.04 0.12
-0.08 -0.15 0.04
0.06 0.14 0.06
-0.03 0.00 -0.04
-0.02 0.00 -0.04
-0.01 0.00 -0.01
0.08 -0.05 0.00
0.01 0.00 0.00
0.03 -0.02 0.00
0.08 0.00 -0.06
0.06 0.01 -0.02
0.03 -0.02 -0.04
0.03 0.05 -0.03
0.03 0.05 0.01
0.03 0.01 -0.03
0.03 0.01 0.05
0.03 0.01 -0.03
0.00 0.02 0.03
-0.03 -0.05 0.00
-0.02 0.00 0.00
-0.01 -0.02 -0.01

Total energy   -194330.96313 eV
Net charge   +1
Multiplicity   5
F_max   1.56 eV Å⁻¹

2 unconnected molecules or ions with the total composition C3H4O3S in a non-equilibrium geometry. Source: the OMol25 dataset; level of theory: ωB97M-V with the def2-TZVPD basis set.

Each line ends with the natural charge from an NBO analysis.
Element x y z (Å)
C1 0.4543 1.3304 -0.5694  0.288
C2 -0.9988 0.8212 -0.5534  -0.109
C3 -1.2390 -0.4400 0.1746  -0.652
O1 2.7389 -1.2516 -0.7437  -0.858
O2 2.3306 -0.6082 1.5280  -0.868
O3 -0.3042 1.7691 0.2937  -0.396
S1 2.5246 -0.2401 0.2022  1.716
H1 -1.6406 1.1871 -1.3144  0.205
H2 -1.2246 -1.3591 -0.6027  0.223
H3 -2.1754 -0.6164 0.7255  0.229
H4 -0.4658 -0.5922 0.8596  0.221

Forces on the atoms, in the same order (eV/Å):
0.33 -1.17 -2.00
1.23 -0.87 0.17
-1.51 -3.05 -2.58
0.10 -1.70 -1.68
-0.82 -0.92 3.37
-1.55 2.38 2.04
1.29 2.39 -1.56
-0.60 0.65 -0.17
0.17 1.98 1.64
0.06 0.74 -0.29
1.31 -0.43 1.06

Total energy   -20148.97141 eV
Energy relative to the best compared isomer or geometry (same formula, charge and spin)   124.6 kcal/mol
F_max   4.27 eV Å⁻¹

> Number 1 is which compound?

H13O7Tl